{
  "formula": "C4H6O2S",
  "method": "the ωB97M-V functional and the def2-TZVPD basis",
  "molar_mass_g_mol": 118.16,
  "energy_ha": -704.580841,
  "homo_lumo_gap_ev": 9.33,
  "smiles": "O=C=CCCSO",
  "multiplicity": 1,
  "de_lowest_ev": 2.685,
  "fmax_ev_per_a": 4.19,
  "species": ["O", "C", "C", "C", "C", "S", "O", "H", "H", "H", "H", "H", "H"],
  "positions_angstrom": [[-0.15073, -0.69184, -2.74106], [0.05282, -0.82023, -1.59681], [0.22433, -1.31710, -0.40888], [-0.63058, -0.71550, 0.70686], [0.04185, 0.49741, 1.23090], [-0.11916, 2.07119, 0.34741], [0.10075, 1.62057, -1.19681], [1.22289, -1.29372, -0.16483], [-1.57625, -0.54474, 0.31402], [-0.66566, -1.40164, 1.46090], [-0.46585, 0.69986, 2.26755], [1.04201, 0.33230, 1.38423], [0.92358, 1.56344, -1.60347]],
  "atomic_forces_ev_per_a": [[0.35, 0.51, 1.15], [-0.85, -1.44, -3.32], [-1.57, 0.98, 0.99], [1.76, 0.35, -2.32], [-3.06, 1.89, 2.14], [0.11, 0.00, 0.75], [-3.17, 0.10, -0.26], [2.51, -0.73, 0.54], [-1.97, 0.47, -0.34], [-0.41, -1.94, 2.08], [1.09, 0.15, -1.67], [2.47, -0.58, 0.60], [2.74, 0.24, -0.35]]
}

---

{
  "formula": "C30H24Cl2IN2O7Os",
  "method": "the ωB97M-V functional and the def2-TZVPD basis",
  "molar_mass_g_mol": 912.57,
  "energy_ha": -3102.301546,
  "homo_lumo_gap_ev": [5.63, 5.58],
  "multiplicity": 1,
  "charge": 1,
  "de_lowest_ev": 0.000,
  "fmax_ev_per_a": 0.98,
  "species": ["Os", "C", "C", "N", "C", "C", "C", "O", "C", "C", "N", "C", "C", "C", "C", "C", "C", "I", "C", "O", "H", "H", "H", "H", "H", "H", "H", "H", "H", "H", "H", "H", "Cl", "C", "C", "C", "C", "O", "C", "C", "O", "C", "H", "H", "H", "H", "C", "C", "C", "C", "Cl", "C", "C", "C", "O", "C", "C", "O", "O", "H", "H", "H", "H", "H", "H", "H", "H"],
  "positions_angstrom": [[-0.91344, 0.37165, -1.56799], [2.19612, -3.62476, -1.14982], [2.65367, -2.29661, -0.62646], [3.81342, -2.26896, 0.01297], [4.27330, -1.11320, 0.47979], [3.63690, 0.10115, 0.30406], [4.27993, 1.35313, 0.85772], [4.59290, 2.31693, -0.13916], [2.39574, 0.09861, -0.36738], [1.80269, 1.40579, -0.62311], [0.61887, 1.69103, -1.03469], [0.33987, 3.09681, -1.21133], [0.70916, 4.02400, -0.24559], [0.46082, 5.37211, -0.45066], [-0.15854, 5.80118, -1.61403], [-0.55118, 4.88033, -2.57478], [-0.30580, 3.53751, -2.35846], [-0.93885, 2.09521, -3.72148], [1.89794, -1.12629, -0.79643], [0.66148, -1.26410, -1.40759], [3.06814, -4.18810, -1.47415], [1.49350, -3.52883, -1.97440], [1.72021, -4.20116, -0.35302], [5.22066, -1.15250, 1.00670], [5.16826, 1.06776, 1.42455], [3.60860, 1.85347, 1.55780], [5.35384, 2.01554, -0.64702], [2.49093, 2.23599, -0.50079], [1.16884, 3.69020, 0.67438], [0.74502, 6.08791, 0.30806], [-0.35195, 6.85299, -1.77258], [-1.04926, 5.20912, -3.47646], [-2.40554, -6.54562, -1.46105], [-2.20326, -4.86958, -1.82013], [-2.85267, -4.31844, -2.91972], [-2.69376, -2.97700, -3.20778], [-1.89533, -2.18889, -2.38636], [-1.82183, -0.85903, -2.66243], [-1.22851, -2.74564, -1.29738], [-0.36700, -1.87814, -0.44366], [-1.00113, -0.78182, 0.03820], [-1.39012, -4.09348, -1.01273], [-3.48018, -4.94389, -3.53877], [-3.19914, -2.51890, -4.04668], [0.13179, -2.43283, 0.35621], [-0.89129, -4.53737, -0.16024], [0.47419, 1.36593, 3.06988], [-0.52456, 0.24955, 3.03455], [-0.17560, -1.03978, 3.39557], [-1.10731, -2.06734, 3.32334], [-0.60537, -3.69550, 3.67230], [-2.41242, -1.81202, 2.95935], [-2.77575, -0.52325, 2.58795], [-1.82516, 0.48116, 2.57849], [-2.04854, 1.74907, 2.08067], [-3.22538, 1.94946, 1.32729], [-3.17270, 1.19302, 0.01350], [-3.94052, 0.36260, -0.35901], [-2.15595, 1.64693, -0.79232], [1.44058, 1.00579, 3.42117], [0.14901, 2.17291, 3.72810], [0.59352, 1.80293, 2.07589], [0.83300, -1.25506, 3.72613], [-3.13972, -2.61161, 2.93665], [-3.78643, -0.35439, 2.24794], [-3.27860, 3.01690, 1.11832], [-4.12008, 1.65941, 1.87808]],
  "atomic_forces_ev_per_a": [[-0.59, 0.11, 0.43], [0.00, -0.01, 0.00], [-0.05, -0.01, -0.06], [0.01, 0.03, 0.00], [0.01, 0.04, -0.02], [-0.02, -0.05, -0.01], [0.00, 0.01, 0.01], [-0.02, -0.02, -0.01], [0.05, 0.00, 0.09], [-0.07, 0.01, -0.05], [-0.01, -0.02, 0.04], [0.00, 0.03, 0.02], [-0.03, -0.05, -0.06], [-0.01, 0.02, -0.01], [0.02, 0.01, 0.03], [-0.01, -0.04, -0.03], [0.02, 0.03, 0.05], [0.06, -0.01, -0.05], [0.08, -0.03, -0.09], [0.01, 0.39, -0.03], [0.00, 0.00, 0.01], [0.00, 0.01, 0.00], [-0.01, 0.00, 0.00], [0.00, -0.02, 0.00], [0.00, 0.00, 0.00], [-0.02, 0.00, -0.01], [0.00, 0.00, 0.00], [-0.01, 0.02, 0.02], [0.01, -0.03, 0.04], [0.00, -0.01, 0.00], [0.00, 0.00, 0.00], [0.00, 0.00, 0.00], [0.00, 0.01, 0.00], [-0.01, -0.01, 0.00], [0.01, 0.02, 0.00], [0.03, 0.02, 0.01], [-0.01, -0.08, -0.09], [0.05, 0.20, 0.16], [0.09, -0.14, 0.04], [-0.58, 0.05, 0.30], [-0.08, 0.08, -0.02], [0.00, 0.03, 0.02], [0.00, 0.01, 0.00], [0.00, 0.00, 0.00], [0.22, -0.01, -0.15], [0.00, 0.00, 0.00], [0.05, 0.05, 0.01], [-0.01, -0.05, -0.04], [-0.02, -0.03, 0.00], [0.01, 0.02, 0.00], [0.00, -0.02, 0.02], [0.02, -0.02, 0.00], [0.00, -0.05, -0.07], [0.02, 0.09, -0.09], [0.04, 0.01, 0.11], [-0.08, 0.02, 0.22], [0.19, 0.24, -0.51], [-0.16, -0.24, 0.08], [0.74, -0.62, -0.13], [0.01, 0.00, 0.00], [-0.01, 0.00, -0.01], [0.02, 0.02, -0.06], [0.00, 0.00, 0.00], [0.00, 0.00, 0.00], [0.00, 0.01, -0.01], [0.05, 0.01, -0.02], [-0.02, -0.03, -0.05]]
}

---

{
  "formula": "C5H6F2",
  "method": "the ωB97M-V functional and the def2-TZVPD basis",
  "molar_mass_g_mol": 104.10,
  "energy_ha": -393.797993,
  "homo_lumo_gap_ev": 11.31,
  "smiles": "C=CC(F)(F)C=C",
  "multiplicity": 1,
  "de_lowest_ev": 0.103,
  "fmax_ev_per_a": 3.25,
  "species": ["C", "C", "C", "F", "F", "C", "C", "H", "H", "H", "H", "H", "H"],
  "positions_angstrom": [[-1.89863, 1.13660, -0.57578], [-1.02140, 0.18929, -0.81476], [-0.31848, -0.55734, 0.27800], [-0.39551, 0.17775, 1.43121], [-0.75844, -1.83543, 0.47051], [1.20457, -0.71907, 0.01798], [2.14620, -0.11640, 0.70212], [-2.47678, 1.62177, -1.35676], [-2.09091, 1.45984, 0.44651], [-0.83742, -0.16624, -1.84561], [1.37971, -1.47126, -0.74132], [3.18349, -0.21753, 0.40224], [1.88359, 0.49801, 1.58566]],
  "atomic_forces_ev_per_a": [[-0.51, 0.59, 0.44], [-0.25, -1.22, -0.92], [3.18, 0.70, 0.04], [-0.94, -0.56, 0.37], [-0.85, 0.37, 0.17], [-1.67, -0.47, -0.45], [0.15, 0.63, 0.71], [0.27, -0.07, 0.01], [0.01, -0.05, -0.24], [-0.02, 0.17, 0.71], [0.34, 0.26, -0.32], [-0.04, -0.13, 0.32], [0.34, -0.22, -0.85]]
}

---

{
  "formula": "C4H6O2",
  "method": "the ωB97M-V functional and the def2-TZVPD basis",
  "molar_mass_g_mol": 86.09,
  "energy_ha": -306.406633,
  "homo_lumo_gap_ev": 10.71,
  "smiles": "OCC#CCO",
  "multiplicity": 1,
  "de_lowest_ev": 2.712,
  "fmax_ev_per_a": 0.54,
  "species": ["O", "C", "C", "C", "C", "O", "H", "H", "H", "H", "H", "H"],
  "positions_angstrom": [[1.99067, 1.43771, 1.01416], [2.06984, 0.30927, 0.16677], [0.72924, -0.16431, -0.20735], [-0.42595, -0.50191, -0.29427], [-1.85468, -0.83365, -0.33889], [-2.67795, 0.31228, -0.42719], [1.30148, 1.25314, 1.66608], [2.60935, -0.52203, 0.64635], [2.65250, 0.61754, -0.70565], [-2.05702, -1.54192, -1.15487], [-2.12111, -1.33494, 0.59694], [-2.21636, 0.96881, -0.96209]],
  "atomic_forces_ev_per_a": [[-0.10, 0.01, 0.25], [0.08, -0.23, -0.26], [-0.51, -0.15, 0.08], [0.49, 0.15, 0.06], [0.13, -0.32, 0.11], [0.01, 0.21, -0.13], [0.15, 0.12, -0.07], [-0.07, 0.15, -0.07], [-0.13, -0.06, 0.07], [0.06, 0.16, 0.05], [-0.01, 0.01, -0.12], [-0.11, -0.06, 0.03]]
}